# 1
{
  "formula": "C11H22NO6Rb",
  "method": "the ωB97M-V functional and the def2-TZVPD basis",
  "multiplicity": 1,
  "e_tot_ha": -962.43682,
  "total_charge": 0,
  "lumo_energy_ev": -2.1010,
  "species": ["Rb", "O", "O", "O", "O", "O", "O", "N", "C", "C", "C", "C", "C", "C", "C", "C", "C", "C", "C", "H", "H", "H", "H", "H", "H", "H", "H", "H", "H", "H", "H", "H", "H", "H", "H", "H", "H", "H", "H", "H", "H"],
  "xyz": [[-5.168, -2.637, -0.624], [-0.662, -5.257, -2.943], [-10.180, -3.935, 0.585], [-11.653, -2.250, 0.193], [0.011, -6.094, -4.839], [-2.123, -6.096, -4.261], [-12.093, -3.954, 1.659], [2.048, 1.767, 0.711], [-11.264, -3.364, 0.884], [2.759, 3.132, 0.751], [-0.062, 2.582, -0.435], [0.264, 1.770, -1.679], [4.342, 0.169, 3.400], [0.509, 1.901, 0.813], [3.967, 0.799, 2.088], [2.483, 0.927, 1.923], [2.445, 0.944, -0.572], [1.763, 1.619, -1.801], [-0.931, -5.842, -4.011], [2.075, 1.102, -2.708], [0.165, 0.886, 1.010], [2.534, 3.540, 1.737], [2.127, 2.644, -1.878], [4.330, 1.824, 2.166], [2.179, 3.842, 0.163], [2.181, -0.109, -0.472], [-10.983, -1.912, -0.406], [-0.035, 2.329, -2.567], [0.173, 3.625, -0.647], [1.973, -0.036, 1.898], [3.819, 0.663, 4.219], [3.529, 0.988, -0.681], [4.524, 0.448, 1.219], [3.808, 3.093, 0.457], [0.862, -5.726, -4.591], [-0.317, 0.848, -1.686], [5.425, 0.117, 3.519], [-1.151, 2.635, -0.429], [2.009, 1.491, 2.727], [4.121, -0.898, 3.393], [0.197, 2.426, 1.716]],
  "atomic_forces_ev_per_a": [[-0.23, -0.45, -0.14], [2.09, 1.05, 1.57], [1.03, 1.70, -0.61], [-0.99, 1.18, 0.31], [2.90, -1.57, -3.98], [-0.07, -1.12, -1.81], [0.59, 2.76, -1.15], [0.69, -1.15, -0.21], [-0.71, -4.85, 1.19], [-1.91, -0.16, 0.12], [-0.90, -0.76, -0.78], [0.09, 0.14, -0.38], [0.26, -1.42, -0.19], [0.45, 0.75, -0.47], [0.62, 1.76, -0.02], [-0.77, 0.54, -0.32], [-0.80, 1.65, -0.64], [0.61, -0.53, 0.67], [-4.71, 1.91, 3.81], [-0.06, -0.10, 0.07], [-0.15, -0.09, -0.69], [0.78, -0.32, 0.37], [0.41, 0.00, -0.10], [0.13, 0.23, 0.03], [0.34, -0.37, -0.66], [-0.38, 0.18, 0.39], [0.42, -0.64, 0.20], [-0.30, -0.01, 0.02], [0.68, 0.05, 0.70], [-0.03, -0.02, -0.41], [0.34, -0.11, 0.13], [-0.09, 0.18, 0.24], [-0.36, -0.71, 0.06], [-0.33, -0.15, 0.21], [-0.33, 0.10, 0.66], [0.29, -0.26, 0.02], [-0.02, 0.71, 0.25], [-0.14, -0.22, 0.75], [0.41, -0.15, 0.49], [-0.58, -0.07, 0.18], [0.71, 0.35, 0.13]]
}


# 2
{
  "formula": "H4NOPS2",
  "method": "the ωB97M-V functional and the def2-TZVPD basis",
  "multiplicity": 1,
  "e_tot_ha": -1270.05494,
  "total_charge": 0,
  "lumo_energy_ev": [-1.7186, -2.4600],
  "species": ["S", "S", "P", "O", "N", "H", "H", "H", "H"],
  "xyz": [[0.579, 1.988, -0.402], [-3.300, 0.171, 0.062], [0.545, -0.060, 0.277], [1.111, -0.871, -0.988], [1.490, -0.473, 1.446], [-3.369, -0.977, -0.603], [1.336, -0.045, 2.343], [1.838, -1.441, -0.714], [-0.230, 1.708, -1.422]],
  "atomic_forces_ev_per_a": [[0.27, -0.13, 0.41], [0.29, 0.30, 0.18], [0.03, -0.02, -0.30], [-0.38, 0.06, -0.47], [-0.11, 0.22, 0.08], [-0.01, -0.32, -0.18], [-0.02, 0.12, 0.33], [0.16, -0.14, 0.10], [-0.24, -0.07, -0.16]]
}


# 3
{
  "formula": "C4H8FNO",
  "method": "the ωB97M-V functional and the def2-TZVPD basis",
  "multiplicity": 1,
  "e_tot_ha": -387.02732,
  "total_charge": 0,
  "lumo_energy_ev": 0.6196,
  "species": ["F", "O", "N", "C", "C", "C", "C", "H", "H", "H", "H", "H", "H", "H", "H"],
  "xyz": [[-1.115, -0.752, 1.069], [1.504, -0.554, -1.381], [-0.227, 1.542, 0.286], [-0.377, 0.329, -0.260], [1.002, -0.410, -0.286], [1.496, -0.815, 1.042], [-1.378, 0.005, -1.338], [0.411, 1.776, 1.204], [1.257, -0.033, 1.707], [-2.270, 0.571, -1.138], [0.885, -1.727, 1.351], [-1.590, -1.025, -1.293], [2.490, -1.170, 1.002], [-1.121, 1.997, 0.337], [-0.967, 0.266, -2.301]],
  "atomic_forces_ev_per_a": [[0.49, 1.29, -1.47], [0.07, -0.13, 0.94], [0.59, 1.36, 2.34], [1.17, -2.56, 2.12], [-1.30, 0.17, -1.58], [-1.08, -2.38, -0.54], [0.92, 1.58, 0.74], [-2.12, -1.33, -3.40], [0.15, 0.56, 1.22], [-0.53, 0.21, -0.08], [0.47, 1.36, -0.31], [-0.19, -1.17, 0.06], [1.31, 0.25, 0.06], [-0.09, 0.67, 0.23], [0.14, 0.12, -0.32]]
}


# 4
{
  "formula": "H2N2O3",
  "method": "the ωB97M-V functional and the def2-TZVPD basis",
  "multiplicity": 3,
  "e_tot_ha": -336.13357,
  "total_charge": 0,
  "lumo_energy_ev": [0.6911, -2.1547],
  "species": ["O", "O", "O", "N", "N", "H", "H"],
  "xyz": [[1.478, 0.644, -0.044], [-1.654, -0.705, -0.034], [1.207, -1.549, -0.001], [0.582, -0.415, -0.024], [-0.607, 0.180, -0.040], [-2.438, -0.140, 0.005], [2.375, 0.258, 0.005]],
  "atomic_forces_ev_per_a": [[0.04, 1.14, -0.02], [1.69, -0.30, 0.03], [-2.64, 0.36, -0.01], [7.04, -2.71, 0.06], [-5.60, 1.61, -0.01], [0.23, 0.22, -0.03], [-0.77, -0.32, -0.02]]
}


# 5
{
  "formula": "C2H9N3O",
  "method": "the ωB97M-V functional and the def2-TZVPD basis",
  "multiplicity": 2,
  "e_tot_ha": -320.74043,
  "total_charge": 1,
  "lumo_energy_ev": [-4.0617, -8.8123],
  "species": ["O", "N", "N", "N", "C", "C", "H", "H", "H", "H", "H", "H", "H", "H", "H"],
  "xyz": [[-2.597, -1.021, 0.290], [1.519, -1.036, 0.982], [0.462, 0.898, 0.402], [0.031, -1.120, -0.867], [0.707, -0.471, 0.101], [-0.310, 1.636, -0.575], [-1.246, 1.222, -1.053], [2.089, -0.440, 1.508], [0.288, -2.066, -1.141], [0.342, 1.937, -1.480], [-2.278, -0.891, 1.135], [-0.468, 2.737, -0.339], [1.273, 1.521, 0.503], [-1.684, -0.920, -0.173], [1.870, -1.986, 0.707]],
  "atomic_forces_ev_per_a": [[2.07, -0.03, -3.74], [-0.06, -2.97, -2.34], [-0.30, -1.27, -3.03], [-0.52, 1.28, 0.49], [0.34, 1.81, 1.59], [-0.66, 3.04, -3.39], [1.09, 0.01, 1.27], [0.95, 0.63, 1.31], [0.49, -0.05, 0.22], [-0.50, -1.22, 0.91], [0.24, 0.37, 3.56], [-0.32, -1.62, 1.01], [0.12, -0.97, 1.03], [-2.70, -0.36, 0.21], [-0.25, 1.34, 0.88]]
}


# 6
{
  "formula": "C52H57BrN7O6P2SiTeZr",
  "method": "the ωB97M-V functional and the def2-TZVPD basis",
  "multiplicity": 1,
  "e_tot_ha": -6711.50059,
  "total_charge": 1,
  "lumo_energy_ev": -2.9268,
  "species": ["Te", "Zr", "Br", "P", "P", "Si", "O", "O", "O", "O", "O", "O", "N", "N", "N", "N", "N", "N", "N", "C", "C", "C", "C", "C", "C", "C", "C", "C", "C", "C", "C", "C", "C", "C", "C", "C", "C", "C", "C", "C", "C", "C", "C", "C", "C", "C", "C", "C", "C", "C", "C", "C", "C", "C", "C", "C", "C", "C", "C", "C", "C", "C", "C", "C", "C", "C", "C", "C", "C", "C", "C", "H", "H", "H", "H", "H", "H", "H", "H", "H", "H", "H", "H", "H", "H", "H", "H", "H", "H", "H", "H", "H", "H", "H", "H", "H", "H", "H", "H", "H", "H", "H", "H", "H", "H", "H", "H", "H", "H", "H", "H", "H", "H", "H", "H", "H", "H", "H", "H", "H", "H", "H", "H", "H", "H", "H", "H", "H"],
  "xyz": [[-3.374, -2.373, 1.704], [1.050, -0.208, 0.291], [0.749, 6.920, -2.282], [-0.305, -1.403, 2.428], [-1.688, 0.331, 0.753], [2.707, -2.459, 0.216], [-0.135, -1.481, -1.127], [3.234, 0.618, 0.516], [3.021, 2.196, -1.718], [1.099, 1.575, 1.771], [6.223, 0.578, -4.927], [1.113, 1.474, -0.881], [-1.120, 1.629, -2.570], [0.031, 4.904, -5.644], [-6.229, -1.235, 5.528], [3.633, -0.148, -4.228], [-1.700, 4.055, -2.459], [-1.961, 6.196, -3.536], [1.955, -0.667, -2.509], [-4.901, -2.837, 4.335], [-3.089, -0.711, -1.473], [-1.355, -4.004, 5.337], [5.362, 1.546, -4.358], [-1.033, 2.884, -4.413], [4.575, -1.168, -4.714], [-3.990, 1.289, -0.512], [0.338, -4.107, 3.142], [1.668, -5.745, -2.177], [-5.701, -2.446, 5.403], [-1.146, 5.031, -3.447], [-1.628, 4.376, 1.319], [-1.948, -0.910, 1.983], [0.294, 5.199, -2.915], [0.345, -0.325, 3.775], [4.264, -2.222, -0.840], [1.396, 1.251, 5.822], [-2.682, 2.170, 2.639], [-2.888, 3.447, 3.144], [-2.355, 4.548, 2.492], [-5.982, -0.366, 4.552], [-0.493, 0.463, 4.557], [3.909, 1.227, -4.670], [-4.098, -0.715, -2.418], [-5.207, -0.655, 3.440], [1.791, 2.118, -1.773], [5.987, -0.708, -4.392], [-5.009, 1.282, -1.460], [2.240, 0.455, 5.055], [-5.064, 0.287, -2.417], [1.030, 2.833, -2.845], [-0.371, -2.946, 3.403], [-0.059, 2.261, -3.425], [3.427, -3.005, 1.884], [0.440, -4.244, -0.222], [-1.931, 1.986, 1.483], [-4.638, -1.919, 3.328], [1.270, 4.263, -2.822], [2.349, -4.702, -1.567], [-1.420, 3.102, 0.817], [-1.023, 4.335, -4.835], [0.362, -6.039, -1.813], [-3.015, 0.295, -0.507], [-0.254, -5.284, -0.829], [1.715, -0.322, 4.035], [0.033, 1.254, 5.573], [0.204, -5.215, 3.972], [1.760, -3.918, -0.566], [2.749, -0.419, -3.319], [-1.649, 2.928, -3.057], [-1.223, -2.902, 4.514], [-0.641, -5.165, 5.066], [0.322, -1.230, -1.964], [6.719, -1.379, -4.839], [4.060, -2.267, -1.908], [2.229, 4.579, -2.433], [-0.169, -6.852, -2.292], [-1.270, -5.500, -0.523], [-1.538, 6.891, -4.140], [3.724, 1.274, -5.746], [2.384, -0.942, 3.443], [-1.607, 0.901, -3.097], [4.978, -3.014, -0.597], [-0.626, 1.866, 6.174], [-1.961, 4.524, -5.363], [-3.475, 3.581, 4.043], [4.747, -1.269, -0.625], [3.406, 1.191, -0.276], [-4.489, -3.837, 4.306], [-0.078, -3.688, 0.559], [-0.095, 4.691, -6.624], [-0.744, -6.027, 5.712], [0.764, -6.115, 3.756], [5.639, 2.508, -4.787], [5.504, 1.590, -3.271], [-3.109, 1.304, 3.130], [1.018, 2.376, 1.235], [-1.794, -2.007, 4.725], [4.268, -2.357, 2.144], [-1.236, 5.234, 0.786], [1.801, 1.861, 6.618], [-1.555, 0.449, 4.361], [3.672, 1.008, 1.277], [-5.916, -3.148, 6.202], [0.451, 1.641, 2.493], [3.822, -4.020, 1.785], [-1.446, 2.138, -5.089], [2.737, -2.995, 2.725], [-0.899, 2.977, -0.126], [3.370, -4.509, -1.874], [1.001, -4.173, 2.292], [-4.145, -1.512, -3.150], [-2.361, -1.508, -1.479], [2.161, -6.334, -2.940], [6.135, -0.697, -3.303], [-3.965, 2.089, 0.213], [4.437, -1.261, -5.794], [-2.115, 6.605, -2.622], [3.238, 1.908, -4.152], [-5.056, 0.096, 2.674], [-5.858, 0.281, -3.152], [0.955, 4.609, -5.361], [-5.755, 2.065, -1.442], [-6.434, 0.615, 4.660], [0.033, -2.444, -1.043], [3.303, 0.440, 5.254], [-2.019, -3.957, 6.191], [-2.519, 5.541, 2.888], [4.342, -2.123, -4.244]],
  "atomic_forces_ev_per_a": [[-0.32, -0.23, 0.05], [0.10, 0.19, -0.28], [0.03, 0.04, -0.01], [0.20, 0.37, 0.21], [0.13, -0.13, 0.27], [-0.22, -0.03, 0.32], [0.11, 0.10, -0.13], [0.11, -0.23, -0.41], [-0.13, 0.01, -0.06], [0.11, -0.19, 0.17], [-0.01, 0.01, -0.03], [-0.41, 0.14, -0.46], [-0.06, 0.12, -0.16], [0.03, -0.01, -0.09], [-0.03, 0.01, 0.04], [0.03, -0.04, -0.10], [0.07, 0.19, -0.11], [-0.02, 0.01, 0.01], [0.00, 0.08, 0.03], [-0.02, 0.01, -0.04], [0.07, -0.11, 0.11], [-0.03, 0.02, 0.00], [0.00, 0.06, 0.00], [0.12, 0.07, -0.03], [0.01, 0.00, 0.00], [-0.01, 0.01, -0.10], [0.05, -0.03, -0.07], [0.01, 0.00, -0.01], [0.02, -0.11, 0.03], [-0.04, -0.05, 0.19], [0.00, 0.04, 0.05], [0.41, -0.29, -0.49], [-0.10, -0.04, 0.01], [-0.18, -0.10, 0.20], [-0.01, -0.10, 0.02], [0.07, -0.02, 0.01], [0.09, 0.01, -0.03], [-0.03, -0.05, 0.03], [0.01, 0.03, -0.03], [-0.01, 0.09, -0.06], [0.12, 0.05, -0.09], [-0.01, 0.01, -0.01], [-0.07, 0.02, -0.03], [0.04, -0.08, 0.05], [0.37, 0.02, 0.33], [0.03, -0.06, 0.00], [0.04, 0.05, 0.06], [-0.06, 0.03, -0.01], [0.02, -0.05, -0.04], [-0.08, 0.26, 0.07], [-0.20, 0.02, 0.04], [0.01, -0.02, 0.14], [0.08, 0.00, -0.04], [-0.08, 0.07, 0.07], [-0.17, 0.07, -0.08], [-0.06, 0.15, 0.18], [0.07, -0.21, -0.07], [0.00, 0.01, 0.04], [0.02, 0.03, -0.06], [-0.03, 0.06, -0.11], [-0.02, -0.01, 0.01], [-0.01, 0.18, -0.03], [0.01, -0.01, -0.03], [0.13, -0.03, 0.01], [-0.07, 0.02, -0.01], [0.00, 0.00, -0.01], [0.05, -0.10, -0.12], [-0.07, 0.04, 0.12], [-0.01, -0.28, 0.14], [0.07, -0.08, -0.05], [0.01, -0.02, 0.01], [0.00, -0.10, 0.01], [-0.03, 0.01, 0.00], [-0.02, -0.01, -0.03], [0.03, -0.03, -0.02], [-0.01, -0.02, -0.01], [-0.01, -0.01, 0.00], [-0.01, -0.01, -0.02], [0.04, 0.02, 0.01], [-0.04, -0.01, 0.00], [0.02, -0.04, 0.07], [0.02, 0.00, -0.03], [-0.01, 0.00, 0.00], [-0.02, -0.05, 0.09], [0.00, 0.01, 0.01], [0.00, 0.05, 0.04], [-0.06, 0.11, 0.08], [0.03, -0.01, 0.00], [0.03, -0.01, -0.04], [0.00, 0.02, 0.00], [0.00, -0.01, 0.01], [0.01, -0.01, 0.00], [-0.02, -0.02, 0.00], [-0.03, -0.01, -0.01], [0.01, -0.01, 0.03], [-0.18, 0.10, -0.01], [0.00, 0.02, 0.01], [0.02, 0.03, -0.02], [0.00, 0.01, -0.01], [0.01, 0.01, 0.01], [-0.08, 0.00, 0.01], [-0.07, 0.03, 0.16], [-0.01, 0.00, 0.01], [0.02, 0.01, 0.05], [0.03, 0.00, 0.04], [0.02, 0.03, -0.07], [-0.03, -0.03, -0.03], [0.01, -0.04, 0.01], [0.03, 0.03, 0.01], [-0.01, 0.01, 0.04], [0.00, -0.01, -0.01], [-0.04, 0.02, 0.02], [0.00, -0.01, -0.01], [-0.02, -0.02, -0.01], [0.00, 0.01, 0.03], [0.05, -0.01, 0.02], [0.01, 0.03, -0.01], [0.04, 0.00, -0.02], [-0.02, 0.00, -0.04], [-0.01, -0.01, -0.02], [0.00, 0.00, 0.01], [-0.02, 0.00, 0.00], [0.00, 0.01, 0.01], [-0.02, -0.03, 0.08], [0.02, 0.00, 0.01], [-0.01, 0.00, 0.00], [0.00, 0.02, 0.00], [0.02, 0.01, 0.00]]
}


# 7
{
  "formula": "C6H8ClN",
  "method": "the ωB97M-V functional and the def2-TZVPD basis",
  "multiplicity": 1,
  "e_tot_ha": -748.31357,
  "total_charge": 0,
  "smiles": "CC1=C(Cl)[C@@H]2N[C@@H]2C1",
  "lumo_energy_ev": 1.0137,
  "species": ["Cl", "N", "C", "C", "C", "C", "C", "C", "H", "H", "H", "H", "H", "H", "H", "H"],
  "xyz": [[2.191, 0.210, 1.953], [-1.591, -0.293, 1.365], [0.756, 0.222, 0.896], [0.668, -0.255, -0.317], [-0.565, 0.756, 1.368], [-1.476, 0.541, 0.212], [-0.663, -0.028, -0.930], [1.779, -0.812, -1.185], [-0.685, 0.633, -1.793], [-0.707, 1.557, 2.022], [-2.339, -0.035, 1.974], [1.876, -1.866, -1.056], [2.711, -0.221, -0.953], [-1.103, -0.999, -1.333], [-2.289, 1.248, 0.038], [1.437, -0.657, -2.262]],
  "atomic_forces_ev_per_a": [[-0.97, -0.02, -0.81], [0.65, -1.24, 0.48], [0.13, 0.74, 1.98], [1.64, -0.36, -1.99], [0.36, -1.27, -0.96], [-0.74, 1.06, -0.37], [-1.69, -1.35, -0.20], [-0.59, 1.79, -0.68], [0.44, 0.29, -0.04], [0.20, 1.15, 0.91], [-0.69, 0.24, 0.19], [0.47, -0.75, 0.23], [-0.76, -1.02, -0.47], [0.44, 0.96, 0.65], [0.30, -0.14, -0.20], [0.80, -0.08, 1.26]]
}


# 8
{
  "formula": "BrH2IO2Si",
  "method": "the ωB97M-V functional and the def2-TZVPD basis",
  "multiplicity": 1,
  "e_tot_ha": -3313.02769,
  "total_charge": 0,
  "smiles": "O[Si](O)(Br)I",
  "lumo_energy_ev": -0.6150,
  "species": ["I", "Br", "Si", "O", "O", "H", "H"],
  "xyz": [[-1.149, -2.572, 2.036], [-3.185, 0.987, 0.400], [-0.996, -0.650, 0.597], [-0.978, -1.072, -0.950], [0.211, 0.228, 1.137], [-1.731, -1.667, -1.286], [0.547, 0.980, 0.756]],
  "atomic_forces_ev_per_a": [[-0.22, 0.32, -0.05], [2.05, -1.61, 0.47], [-2.59, 0.99, -0.02], [-1.28, -1.49, -1.15], [-0.74, -2.51, 1.42], [1.70, 1.48, 0.79], [1.08, 2.83, -1.46]]
}